Record 1
2 unconnected molecules or ions with the total composition CH8NO at a distorted geometry, computed with ωB97M-V with the def2-TZVPD basis set.

Last columns: bonded neighbours and bond lengths (Å).
Geometry (Å):
1 N -0.514 -1.745 -0.811  H2 1.017, H3 1.042, H4 1.024, H5 1.017
2 H -0.095 -2.670 -0.871  N1 1.017
3 H -0.453 -1.254 0.106  N1 1.042
4 H -1.515 -1.944 -0.889  N1 1.024
5 H -0.242 -1.036 -1.487  N1 1.017
6 C 0.813 1.478 0.311  O7 1.423, H8 1.086, H9 1.099, H10 1.092
7 O -0.198 0.528 0.626  C6 1.423, H11 0.955
8 H 1.226 2.079 1.116  C6 1.086
9 H 0.384 2.118 -0.473  C6 1.099
10 H 1.661 1.022 -0.206  C6 1.092
11 H -0.837 0.799 1.282  O7 0.955

As for the total energy: -4697.233 eV. The orbital gap is 11.0886 eV. As for the HOMO energy: -15.1 eV. The net charge is +1.

Record 2
3 unconnected molecules or ions with the total composition CH8NO2 at a distorted geometry, computed with ωB97M-V with the def2-TZVPD basis set.

Last columns: bonded neighbours and bond lengths (Å).
Geometry (Å):
1 C 0.451 -2.469 -1.379  N2 1.275, H3 1.086, H4 1.087
2 N 0.498 -1.466 -0.593  C1 1.275, H5 1.052, H6 1.013
3 H 1.265 -3.174 -1.522  C1 1.086
4 H -0.390 -2.554 -2.063  C1 1.087
5 H -0.134 -0.648 -0.788  N2 1.052
6 H 1.230 -1.515 0.105  N2 1.013
7 H -0.210 1.595 -1.322  O9 0.985
8 H -0.356 1.561 0.263  O9 0.959
9 O -0.064 1.065 -0.504  H7 0.985, H8 0.959
10 H -0.560 1.995 3.116  O12 0.973
11 H -1.287 3.042 2.350  O12 0.966
12 O -0.444 2.569 2.338  H10 0.973, H11 0.966

As for the total energy: -6744.520 eV. The orbital gap is 9.7797 eV. As for the HOMO energy: -15.0 eV. The net charge is +1.

Energy relative to the best compared isomer or geometry (same formula, charge and spin) for the records above, in order: 0.811, 0.808 eV